[1]
17
Properties=species:S:1:pos:R:3:forces:R:3 method="wB97M-V/def2-TZVPD" relative_energy_kcal_mol=58.13 energy_ha=-309.74973 smiles="C#CCC(=O)CC.[H][H]" e_lumo_ev=0.9
O -0.087 -1.500 0.818 0.0 0.3 -0.3
C 0.546 0.758 1.198 0.3 0.2 0.1
C -0.942 0.054 -0.780 0.0 0.0 0.0
C -0.741 -0.917 -1.928 0.0 -0.2 -0.2
C 2.827 1.029 -0.154 -0.3 0.0 0.2
C 1.803 0.941 0.471 0.6 0.3 -0.2
C -0.163 -0.352 0.446 -0.1 -0.5 0.2
H -0.848 -1.941 -1.580 0.0 0.0 0.0
H 0.261 -0.813 -2.350 0.0 0.0 0.0
H 0.737 0.476 2.235 0.0 -0.1 -0.2
H -0.036 1.682 1.198 0.0 0.0 -0.1
H 3.757 1.127 -0.674 -0.2 0.0 0.1
H -1.339 -0.764 2.512 -0.2 0.1 0.2
H -1.628 -0.165 2.842 -0.1 0.0 0.1
H -1.989 0.066 -0.455 0.0 0.0 0.0
H -1.466 -0.755 -2.726 0.0 0.1 0.0
H -0.693 1.074 -1.073 0.1 0.0 0.0

[2]
17
Properties=species:S:1:pos:R:3:forces:R:3 method="wB97M-V/def2-TZVPD" relative_energy_kcal_mol=79.32 energy_ha=-309.71596 e_lumo_ev=0.4
O 2.529 -0.305 2.147 0.1 -0.1 -0.5
C 0.310 0.226 0.477 -0.1 0.0 -0.1
C -1.916 -0.322 -1.463 0.0 -0.2 -0.1
C 1.651 -0.226 -0.088 0.0 0.0 0.0
C 2.681 -0.529 0.969 0.0 0.1 0.3
C -0.462 1.104 -0.432 -0.2 -0.3 0.2
C -1.909 0.804 -0.384 0.0 0.2 0.1
H -1.720 -1.298 -1.010 0.0 0.2 -0.1
H 3.630 -0.969 0.596 -0.1 0.0 0.1
H -2.536 1.636 -0.717 0.1 -0.1 0.0
H -2.883 -0.351 -1.970 0.1 0.0 0.1
H 2.056 0.553 -0.749 0.0 -0.1 0.1
H 0.516 0.935 1.305 -0.1 0.0 -0.1
H 1.534 -1.116 -0.722 0.0 0.1 0.1
H -0.234 -0.616 0.942 0.0 0.1 -0.1
H -2.301 0.392 0.561 0.1 0.1 -0.1
H -1.151 -0.141 -2.229 -0.1 0.0 0.1

[3]
17
Properties=species:S:1:pos:R:3:forces:R:3 method="wB97M-V/def2-TZVPD" relative_energy_kcal_mol=27.39 energy_ha=-309.79873 smiles="C=C1CC(CO)C1" e_lumo_ev=0.9
O -0.676 -0.646 1.713 -0.1 -0.1 0.4
C 0.122 1.228 -0.280 0.0 0.1 0.0
C 0.262 -0.838 -0.976 0.0 -0.1 0.0
C -1.635 -0.371 0.710 -0.3 0.1 -0.3
C 2.513 0.181 -0.118 -0.1 0.0 0.0
C -0.906 0.090 -0.537 -0.2 0.0 0.0
C 1.229 0.202 -0.443 0.3 0.0 0.0
H -1.649 0.299 -1.314 0.1 0.0 0.1
H -1.144 -0.822 2.539 0.2 0.0 -0.2
H 0.318 -0.957 -2.064 0.0 0.0 0.1
H 0.120 1.987 -1.071 0.0 -0.1 0.1
H 0.304 -1.824 -0.504 0.0 0.1 0.0
H -2.232 -1.268 0.479 0.1 0.1 0.0
H -2.329 0.421 1.035 0.1 -0.1 0.0
H 3.123 -0.707 -0.266 -0.1 0.1 0.0
H 0.063 1.723 0.694 0.0 -0.1 -0.1
H 2.996 1.048 0.326 -0.1 -0.1 -0.1

[4]
17
Properties=species:S:1:pos:R:3:forces:R:3 method="wB97M-V/def2-TZVPD" relative_energy_kcal_mol=168.77 energy_ha=-309.57342 e_lumo_ev="0.5 / 0.7"
O -2.542 0.169 0.124 -0.1 -2.3 -1.2
C 0.464 0.341 0.478 -1.4 0.3 -4.0
C 2.466 -1.140 0.067 -4.1 -2.3 2.0
C 1.772 -1.798 0.980 1.9 0.0 -1.3
C 0.963 -1.010 0.000 -0.6 0.1 -1.0
C -2.844 1.441 0.063 -0.2 0.8 1.9
C -2.615 -0.672 -0.955 0.6 0.4 3.2
H -2.960 -0.178 -1.781 -0.8 0.5 -2.4
H -3.540 1.760 -0.707 0.2 0.2 0.1
H 3.282 -0.624 -0.223 2.6 1.1 -1.0
H -2.700 1.894 1.089 -0.4 -0.1 -1.7
H 1.942 -2.399 1.876 -0.6 0.3 -0.3
H 0.271 -1.410 -0.859 1.7 0.1 1.6
H 0.426 0.349 1.512 0.0 0.6 2.1
H -2.416 -1.718 -0.777 -0.1 0.3 0.0
H 1.097 1.135 -0.010 -0.5 -0.5 1.0
H -0.573 0.451 0.019 1.7 0.3 1.1

[5]
17
Properties=species:S:1:pos:R:3:forces:R:3 method="wB97M-V/def2-TZVPD" relative_energy_kcal_mol=0.46 energy_ha=-309.84164 smiles="O[C@@H]1C=CCCC1" e_lumo_ev=1.0
O 1.744 -0.835 1.195 0.0 0.2 0.1
C 1.123 0.988 -0.279 -0.1 0.1 0.2
C -1.138 -0.669 0.312 -0.1 0.1 0.1
C -0.079 1.566 -0.228 0.1 -0.1 0.0
C -1.369 0.804 -0.051 0.0 0.0 -0.1
C 1.316 -0.505 -0.129 -0.1 0.0 -0.3
C 0.026 -1.241 -0.494 0.1 -0.1 -0.1
H 1.270 -0.249 1.799 0.1 -0.1 0.0
H -0.161 2.650 -0.331 0.0 -0.2 0.0
H 2.023 1.592 -0.381 -0.1 0.0 0.0
H 2.137 -0.844 -0.774 -0.2 0.1 0.0
H -1.986 1.306 0.708 0.1 -0.1 -0.1
H -0.925 -0.746 1.390 0.0 -0.1 -0.2
H -2.050 -1.251 0.150 0.1 0.1 0.0
H -1.942 0.862 -0.986 0.0 0.1 0.0
H 0.164 -2.314 -0.328 -0.1 0.2 0.1
H -0.153 -1.113 -1.574 0.0 0.0 0.2

[6]
17
Properties=species:S:1:pos:R:3:forces:R:3 method="wB97M-V/def2-TZVPD" relative_energy_kcal_mol=15.64 energy_ha=-309.81744 e_lumo_ev=1.1
O 0.901 -0.803 -0.800 0.1 -0.1 0.0
C -0.227 0.947 -0.917 -0.1 0.1 0.0
C 1.328 0.732 0.909 0.1 0.0 0.0
C -1.535 -1.332 -0.461 0.0 0.0 0.0
C -0.374 -0.409 -0.203 -0.4 -0.1 0.1
C 0.076 -0.123 1.244 -0.1 0.0 0.0
C 1.235 0.598 -0.621 0.3 0.3 -0.1
H 2.072 0.937 -1.235 -0.1 0.0 0.1
H -1.536 -2.191 0.218 0.1 0.1 -0.1
H 2.256 0.312 1.305 -0.1 0.0 -0.1
H -0.465 0.866 -1.980 0.0 0.0 0.1
H -0.676 0.396 1.847 0.1 0.0 -0.1
H -0.666 1.844 -0.468 0.1 -0.2 0.0
H 1.243 1.773 1.239 0.0 -0.2 -0.1
H -2.475 -0.786 -0.322 0.1 -0.1 0.0
H -1.497 -1.697 -1.491 0.0 0.1 0.1
H 0.338 -1.064 1.736 -0.1 0.1 0.0

[7]
17
Properties=species:S:1:pos:R:3:forces:R:3 method="wB97M-V/def2-TZVPD" relative_energy_kcal_mol=0.36 energy_ha=-309.84180 smiles="CC1=CCC[C@H]1O" e_lumo_ev=1.0
O -1.902 -0.821 0.360 0.1 -0.3 0.1
C -1.020 0.099 -0.272 0.1 0.3 -0.2
C 1.305 0.009 0.076 -0.2 0.1 0.1
C 0.161 0.432 0.617 0.2 -0.1 -0.1
C -0.051 1.070 1.954 0.0 0.0 0.1
C -0.377 -0.433 -1.575 -0.1 0.0 0.0
C 1.129 -0.624 -1.281 0.0 0.0 0.0
H -0.780 0.495 2.536 0.1 0.1 -0.1
H -0.875 -1.358 -1.882 0.1 0.1 0.0
H 2.278 0.096 0.556 -0.1 0.0 -0.1
H -1.652 0.975 -0.463 0.1 -0.1 0.0
H -0.518 0.291 -2.384 0.0 -0.1 0.1
H 0.878 1.136 2.527 -0.1 0.0 -0.1
H 1.757 -0.137 -2.037 -0.1 -0.1 0.1
H -0.460 2.082 1.844 0.0 -0.1 0.0
H 1.430 -1.680 -1.268 -0.1 0.2 0.0
H -1.365 -1.576 0.637 -0.1 0.1 0.0

[8]
17
Properties=species:S:1:pos:R:3:forces:R:3 method="wB97M-V/def2-TZVPD" relative_energy_kcal_mol=40.19 energy_ha=-309.77832 smiles="C=CC=O.C=CC" e_lumo_ev=0.1
O 1.070 -1.508 1.466 0.4 0.2 -0.2
C 1.907 -1.001 0.748 -0.2 -0.2 0.3
C 0.856 1.189 0.676 0.4 0.0 0.2
C -0.589 -0.818 -1.292 0.1 -0.1 0.0
C -1.280 0.454 -0.930 -0.5 -0.2 -0.2
C -2.234 0.491 -0.006 0.0 0.0 -0.1
C 1.802 0.373 0.209 -0.1 0.3 0.2
H -1.028 -1.179 -2.228 0.1 -0.1 0.1
H -2.910 1.329 0.088 0.2 0.2 0.2
H 0.198 0.839 1.463 0.1 0.1 0.0
H 2.483 0.661 -0.588 0.0 0.0 0.1
H -0.735 -1.571 -0.512 0.0 0.1 -0.2
H 2.807 -1.575 0.450 -0.1 0.0 0.0
H 0.486 -0.693 -1.444 -0.2 0.0 -0.2
H -2.390 -0.350 0.663 -0.1 0.0 -0.2
H -1.084 1.330 -1.551 -0.1 -0.2 0.0
H 0.713 2.200 0.312 0.1 -0.1 0.0

[9]
17
Properties=species:S:1:pos:R:3:forces:R:3 method="wB97M-V/def2-TZVPD" relative_energy_kcal_mol=69.59 energy_ha=-309.73146 smiles="C=COCC1CC1" e_lumo_ev=1.1
O -0.789 1.291 -0.624 1.2 -0.9 2.2
C -2.221 0.219 0.824 -0.8 -0.5 -0.2
C -2.034 1.109 -0.145 -0.1 -0.3 0.7
C 0.330 0.788 0.557 -0.6 0.7 -1.3
C 0.922 -0.581 0.336 -0.3 0.2 -0.2
C 0.842 -1.079 -1.079 -0.1 -0.2 -0.2
C 2.158 -0.640 -0.538 0.2 0.1 0.0
H 2.907 -1.395 -0.314 -0.2 0.1 0.0
H 0.046 0.902 1.630 -0.7 0.3 -1.3
H -1.508 -0.595 0.904 0.0 0.3 0.6
H 0.939 1.604 0.241 1.0 0.2 0.2
H 0.669 -2.138 -1.223 0.0 0.1 0.0
H -3.096 0.216 1.441 -0.6 -0.3 -0.2
H 2.558 0.317 -0.861 0.0 -0.2 0.0
H 0.295 -0.409 -1.733 0.2 -0.2 -0.1
H 0.838 -1.334 1.128 -0.1 0.5 -0.2
H -2.856 1.724 -0.541 0.7 0.1 0.0

[10]
17
Properties=species:S:1:pos:R:3:forces:R:3 method="wB97M-V/def2-TZVPD" relative_energy_kcal_mol=122.78 energy_ha=-309.64671 smiles="C=C[C@@]12CO[C@@H]1C2.[H][H]" e_lumo_ev=1.0
O -2.268 -0.087 -0.512 -0.4 0.0 0.2
C -0.383 1.257 -0.887 -0.8 0.2 -0.6
C -0.358 0.164 0.331 0.6 0.3 -1.0
C -1.536 1.024 -0.038 -0.4 0.6 -0.1
C 1.078 0.371 0.395 0.6 -0.4 0.6
C -1.194 -1.003 -0.180 0.3 -0.1 -0.2
C 1.933 -0.496 -0.153 0.3 0.1 -0.1
H 0.426 -1.319 1.948 0.0 -0.5 0.5
H 1.578 -1.371 -0.699 0.1 0.1 0.3
H 1.407 1.265 0.909 0.2 0.0 0.1
H 2.995 -0.366 -0.035 0.1 0.1 -0.2
H -2.055 1.803 0.505 -0.2 -0.1 0.1
H 1.079 -1.453 1.612 -0.3 -0.3 0.6
H 0.166 2.190 -0.742 0.0 -0.5 0.2
H -1.587 -1.745 0.532 0.5 0.4 0.1
H -0.263 0.809 -1.862 -0.3 0.0 -0.1
H -0.760 -1.538 -1.033 -0.3 0.1 -0.2

[11]
17
Properties=species:S:1:pos:R:3:forces:R:3 method="wB97M-V/def2-TZVPD" relative_energy_kcal_mol=44.89 energy_ha=-309.77084 smiles="C=CC1CC1.C=O" e_lumo_ev=1.0
O 1.508 0.070 2.709 0.1 0.3 -0.4
C 1.806 0.705 1.729 -0.1 -0.1 0.2
C -1.580 0.785 -0.019 0.0 0.1 0.2
C -0.653 0.139 -1.024 0.2 0.0 -0.1
C -2.121 -0.211 -0.996 -0.1 -0.1 -0.1
C 0.339 -0.853 -0.553 0.1 0.0 -0.1
C 1.565 -1.004 -1.051 -0.2 0.0 0.0
H 1.924 -0.390 -1.875 -0.1 -0.1 0.1
H 1.089 1.377 1.218 0.0 -0.1 0.1
H -1.826 1.834 -0.161 0.0 -0.2 0.0
H 2.246 -1.757 -0.663 -0.1 0.1 0.0
H 2.819 0.665 1.283 -0.1 0.0 0.1
H -0.322 0.765 -1.850 -0.1 -0.1 0.1
H 0.016 -1.490 0.273 0.0 0.1 -0.1
H -2.739 0.149 -1.814 0.1 0.0 0.1
H -2.396 -1.196 -0.629 0.1 0.2 0.0
H -1.481 0.481 1.020 0.0 0.0 -0.2

[12]
17
Properties=species:S:1:pos:R:3:forces:R:3 method="wB97M-V/def2-TZVPD" relative_energy_kcal_mol=58.27 energy_ha=-309.74950 smiles="C=CC#CCC.O" e_lumo_ev=0.7
O 0.502 3.041 -0.024 -2.5 2.7 -1.0
C -1.045 0.112 0.064 -0.2 -0.4 -0.9
C 1.605 -0.485 0.588 -1.9 1.9 -0.5
C -2.436 0.146 -0.341 -1.0 1.3 0.1
C -3.364 -0.683 0.169 0.5 -0.2 -1.1
C 0.149 -0.055 0.154 1.8 -1.3 1.6
C 2.399 -1.149 -0.514 0.3 -1.8 0.7
H 1.163 2.467 0.216 2.1 -2.3 0.9
H 1.983 -2.172 -0.744 0.5 1.0 0.3
H -0.343 2.574 -0.035 0.6 -0.2 0.1
H 2.111 0.438 0.928 -0.1 -0.2 -0.3
H 2.405 -0.626 -1.445 0.1 0.6 -0.4
H -4.395 -0.787 -0.192 0.5 0.6 0.2
H 3.433 -1.266 -0.118 -0.6 -0.1 -0.6
H -3.017 -1.472 0.805 0.0 -0.3 0.5
H 1.601 -1.089 1.499 -0.5 -0.2 -0.3
H -2.752 1.008 -1.008 0.5 -1.3 0.7